DFT (ωB97M-V with the def2-TZVPD basis set) results for a cluster of 20 separate species, C104H96Br8N16O32 in total.

```
256
Properties=species:S:1:pos:R:3
Br -4.886 11.671 30.009
C -5.430 13.524 29.739
C -6.886 13.746 30.101
Br -7.575 15.400 29.466
H -5.362 13.656 28.700
H -4.716 14.205 30.175
H -7.070 13.714 31.159
H -7.492 12.977 29.634
Br -3.287 6.202 31.752
C -3.156 6.590 29.846
C -4.243 7.574 29.457
Br -4.118 7.959 27.566
H -3.244 5.630 29.378
H -2.160 6.943 29.778
H -4.081 8.489 30.046
H -5.215 7.152 29.603
Br -11.113 8.718 36.579
C -10.094 9.842 35.339
C -11.018 10.826 34.641
Br -10.118 11.894 33.284
H -9.770 9.134 34.601
H -9.285 10.311 35.835
H -11.386 11.558 35.363
H -11.833 10.234 34.189
Br -9.402 4.561 35.812
C -9.658 5.176 33.963
C -9.327 4.121 32.943
Br -9.165 4.985 31.204
H -9.092 6.105 33.820
H -10.719 5.373 33.908
H -10.086 3.368 32.847
H -8.368 3.679 33.109
C -6.597 7.642 34.297
C -6.517 8.338 35.480
C -6.237 9.703 35.463
C -6.169 10.320 34.254
C -6.276 9.716 33.032
C -6.487 8.367 33.092
N -5.902 11.786 34.246
O -5.810 12.412 33.219
O -5.717 12.232 35.369
H -6.868 6.581 34.173
H -6.707 7.716 36.332
H -6.025 10.193 36.377
H -6.225 10.340 32.139
H -6.549 7.806 32.185
C -10.708 6.440 27.434
C -11.288 6.987 28.581
C -10.520 7.737 29.459
C -9.182 7.842 29.193
C -8.615 7.357 28.054
C -9.393 6.690 27.116
N -8.324 8.566 30.108
O -7.083 8.535 29.939
O -8.807 9.149 31.068
H -11.259 5.851 26.762
H -12.373 6.940 28.640
H -10.998 8.211 30.270
H -7.556 7.403 27.915
H -8.909 6.285 26.237
C -5.967 0.438 26.218
C -6.334 1.364 25.241
C -6.431 2.704 25.572
C -6.145 3.096 26.863
C -5.719 2.188 27.829
C -5.611 0.876 27.500
N -6.357 4.508 27.233
O -6.358 4.781 28.408
O -6.486 5.284 26.332
H -5.906 -0.579 25.929
H -6.591 1.074 24.231
H -6.658 3.453 24.792
H -5.607 2.582 28.842
H -5.329 0.155 28.266
C -9.210 0.864 29.131
C -10.108 0.732 30.184
C -11.267 1.576 30.179
C -11.415 2.527 29.132
C -10.479 2.697 28.170
C -9.397 1.866 28.149
N -12.534 3.493 29.249
O -12.664 4.307 28.329
O -13.262 3.426 30.218
H -8.315 0.227 29.067
H -9.945 0.017 30.960
H -12.024 1.528 30.982
H -10.645 3.496 27.478
H -8.678 1.910 27.348
C -8.381 15.327 33.957
C -7.273 16.003 34.453
C -7.254 17.378 34.474
C -8.375 18.068 34.129
C -9.522 17.458 33.712
C -9.497 16.105 33.574
N -8.383 19.568 34.216
O -9.457 20.126 34.053
O -7.327 20.108 34.416
H -8.498 14.236 33.901
H -6.569 15.350 34.926
H -6.403 17.884 34.901
H -10.418 18.020 33.573
H -10.392 15.543 33.324
C -18.037 3.565 27.265
C -18.289 4.969 27.141
C -17.181 5.812 26.950
C -15.879 5.216 26.858
C -15.652 3.893 26.860
C -16.759 3.071 27.068
N -14.770 6.125 26.863
O -14.909 7.227 27.403
O -13.704 5.753 26.408
H -18.830 2.874 27.559
H -19.328 5.323 27.193
H -17.441 6.857 26.842
H -14.630 3.519 26.930
H -16.528 1.984 27.136
C -15.531 11.241 27.902
C -16.123 11.593 26.670
C -17.293 10.970 26.229
C -17.696 9.927 27.006
C -17.100 9.491 28.167
C -16.059 10.179 28.640
N -18.869 9.108 26.565
O -19.392 8.388 27.408
O -19.302 9.202 25.409
H -14.674 11.759 28.175
H -15.848 12.481 26.096
H -17.882 11.273 25.392
H -17.629 8.656 28.678
H -15.666 9.927 29.644
C -16.672 6.845 30.660
C -16.702 7.617 31.753
C -15.510 7.868 32.461
C -14.389 7.210 32.053
C -14.347 6.368 30.948
C -15.516 6.165 30.301
N -13.202 7.421 32.925
O -13.335 7.885 34.017
O -12.061 7.086 32.520
H -17.552 6.734 30.088
H -17.695 7.975 31.995
H -15.489 8.413 33.433
H -13.409 5.880 30.780
H -15.568 5.534 29.449
C -11.103 9.895 26.439
C -12.506 9.900 26.448
C -13.276 10.315 25.345
C -12.614 10.786 24.265
C -11.230 10.785 24.211
C -10.529 10.373 25.300
N -13.407 11.250 23.171
O -12.812 11.645 22.133
O -14.629 11.248 23.267
H -10.582 9.532 27.282
H -12.953 9.494 27.316
H -14.368 10.133 25.320
H -10.720 11.127 23.341
H -9.480 10.370 25.135
C -5.825 11.784 24.994
C -5.842 10.796 25.935
C -6.827 10.620 26.906
C -7.806 11.653 26.872
C -7.840 12.703 25.973
C -6.871 12.742 25.016
N -8.874 11.570 27.785
O -8.891 10.755 28.704
O -9.758 12.449 27.819
H -5.056 11.928 24.230
H -5.025 10.082 25.935
H -6.737 9.917 27.727
H -8.646 13.415 26.108
H -6.774 13.492 24.272
C -11.841 6.559 24.159
C -12.822 6.703 23.200
C -13.193 5.592 22.445
C -12.534 4.404 22.690
C -11.526 4.213 23.633
C -11.185 5.346 24.331
N -12.907 3.255 21.809
O -13.910 3.303 21.091
O -12.115 2.292 21.763
H -11.472 7.486 24.622
H -13.318 7.663 23.053
H -14.031 5.604 21.750
H -10.960 3.304 23.683
H -10.378 5.188 25.031
C -7.785 7.151 23.639
C -8.390 7.392 22.455
C -7.965 8.389 21.565
C -6.787 9.042 21.930
C -6.135 8.805 23.094
C -6.662 7.896 24.014
N -6.276 10.071 21.049
O -6.700 10.232 19.927
O -5.384 10.825 21.516
H -8.234 6.373 24.220
H -9.260 6.834 22.213
H -8.488 8.626 20.656
H -5.252 9.431 23.301
H -6.221 7.747 24.977
C -12.443 14.922 31.397
C -13.489 14.291 32.070
C -13.722 12.991 31.930
C -12.977 12.212 31.044
C -11.903 12.801 30.370
C -11.605 14.135 30.628
N -13.307 10.784 30.869
O -13.823 10.250 31.819
O -13.106 10.250 29.809
H -12.168 15.946 31.567
H -14.153 14.834 32.691
H -14.518 12.480 32.488
H -11.245 12.150 29.744
H -10.711 14.488 30.140
C -14.273 0.487 26.707
C -13.951 1.234 25.600
C -12.591 1.341 25.300
C -11.650 0.637 25.998
C -11.965 -0.310 26.953
C -13.332 -0.353 27.325
N -10.240 0.730 25.473
O -9.405 -0.133 25.784
O -9.922 1.760 24.886
H -15.263 0.449 27.079
H -14.677 1.816 25.064
H -12.309 1.927 24.420
H -11.177 -0.930 27.342
H -13.654 -0.939 28.190
C -12.507 14.420 25.763
C -12.722 15.751 25.657
C -13.527 16.448 26.579
C -14.084 15.775 27.601
C -13.802 14.448 27.827
C -13.028 13.765 26.877
N -14.878 16.485 28.607
O -15.255 17.636 28.436
O -15.196 15.920 29.633
H -11.881 13.850 25.008
H -12.352 16.303 24.791
H -13.762 17.467 26.465
H -14.177 13.920 28.768
H -12.954 12.730 27.006
C -5.335 3.184 35.432
C -5.579 1.843 35.299
C -5.818 1.392 34.003
C -5.889 2.292 32.966
C -5.786 3.667 33.136
C -5.456 4.114 34.404
N -6.249 1.674 31.574
O -5.713 0.629 31.296
O -7.028 2.308 30.913
H -5.094 3.541 36.428
H -5.621 1.202 36.168
H -6.017 0.358 33.720
H -5.888 4.260 32.235
H -5.312 5.201 34.640
```

- 2S+1: 1
- Frontier orbital gap: 8.50 eV
- LUMO level: -1.374 eV